[1]
{
  "formula": "C4H10NOS",
  "method": "ωB97M-V with the def2-TZVPD basis set",
  "symbols": ["C", "C", "C", "C", "N", "O", "S", "H", "H", "H", "H", "H", "H", "H", "H", "H", "H"],
  "xyz": [[0.566, 1.004, 0.829], [0.936, -0.292, 1.647], [-1.034, -0.505, 0.124], [-2.149, -0.903, -0.777], [-0.689, 0.761, 0.246], [1.749, 0.132, -1.539], [-0.327, -1.588, 1.248], [0.614, 1.925, 1.439], [1.307, 1.188, 0.049], [1.958, -0.535, 1.400], [0.979, 0.001, 2.801], [-2.736, -0.052, -1.099], [-2.612, -1.792, -0.565], [-1.487, -1.081, -1.721], [-1.072, 1.516, -0.203], [1.400, 0.493, -2.346], [2.597, -0.273, -1.535]],
  "charge": 1,
  "max_force_ev_per_a": 4.97,
  "relative_energy_kj_mol": 127.05,
  "gap_ev": 9.816,
  "homo_energy_ev": -13.88
}


[2]
{
  "formula": "C2H4INS",
  "method": "ωB97M-V with the def2-TZVPD basis set",
  "symbols": ["C", "C", "N", "S", "I", "H", "H", "H", "H"],
  "xyz": [[-0.441, 0.993, 0.485], [-1.094, 0.116, -0.423], [1.712, -1.498, 0.188], [-1.466, -1.445, -0.055], [1.878, 0.390, 0.246], [-0.405, 2.046, 0.239], [-0.576, 0.775, 1.536], [-1.217, 0.459, -1.448], [1.609, -1.836, -0.769]],
  "max_force_ev_per_a": 1.02,
  "relative_energy_kj_mol": 347.92,
  "gap_ev": 7.314,
  "homo_energy_ev": -8.61
}


[3]
{
  "formula": "C30H75F4K2N2O28P5S4",
  "method": "ωB97M-V with the def2-TZVPD basis set",
  "symbols": ["K", "K", "N", "S", "O", "O", "F", "S", "O", "O", "F", "N", "S", "O", "O", "F", "S", "O", "O", "F", "C", "C", "O", "P", "O", "O", "C", "C", "O", "C", "C", "H", "H", "H", "H", "H", "H", "H", "H", "H", "H", "H", "H", "H", "H", "H", "C", "C", "O", "P", "O", "O", "C", "C", "O", "C", "C", "H", "H", "H", "H", "H", "H", "H", "H", "H", "H", "H", "H", "H", "H", "H", "C", "C", "O", "P", "O", "O", "C", "C", "O", "C", "C", "H", "H", "H", "H", "H", "H", "H", "H", "H", "H", "H", "H", "H", "H", "H", "C", "C", "O", "P", "O", "O", "C", "C", "O", "C", "C", "H", "H", "H", "H", "H", "H", "H", "H", "H", "H", "H", "H", "H", "H", "H", "C", "C", "O", "P", "O", "O", "C", "C", "O", "C", "C", "H", "H", "H", "H", "H", "H", "H", "H", "H", "H", "H", "H", "H", "H", "H"],
  "xyz": [[3.906, -4.765, 4.002], [2.986, -1.454, 2.082], [2.635, -2.504, 4.813], [3.633, -1.790, 5.962], [3.401, -1.951, 7.339], [4.147, -0.536, 5.533], [4.826, -2.815, 5.714], [1.463, -1.426, 4.915], [1.669, -0.233, 4.143], [0.758, -1.381, 6.147], [0.478, -2.192, 3.924], [3.259, -4.519, 1.404], [1.678, -4.962, 1.093], [1.486, -6.361, 1.178], [0.973, -4.266, 0.092], [1.131, -4.337, 2.452], [3.823, -4.471, -0.084], [3.507, -3.295, -0.826], [3.822, -5.708, -0.774], [5.351, -4.209, 0.317], [4.689, -5.383, 7.153], [5.660, -4.686, 8.076], [4.999, -4.352, 9.288], [5.877, -3.549, 10.342], [6.778, -2.549, 9.776], [4.819, -3.061, 11.385], [4.234, -1.731, 11.382], [3.411, -1.434, 10.145], [6.595, -4.731, 11.084], [7.503, -4.505, 12.151], [7.192, -5.269, 13.408], [3.868, -4.697, 6.930], [5.007, -5.749, 6.179], [4.310, -6.252, 7.693], [6.537, -5.321, 8.238], [6.057, -3.785, 7.604], [3.619, -1.814, 12.278], [5.006, -0.986, 11.570], [2.630, -0.701, 10.327], [4.094, -1.150, 9.347], [2.926, -2.358, 9.822], [8.541, -4.661, 11.844], [7.538, -3.432, 12.383], [7.787, -4.835, 14.219], [6.164, -5.257, 13.766], [7.510, -6.314, 13.374], [-0.376, 3.637, 8.122], [0.317, 2.500, 8.863], [1.633, 2.304, 8.327], [2.825, 3.157, 8.913], [2.467, 4.286, 9.767], [3.676, 2.017, 9.612], [4.967, 2.298, 10.173], [4.896, 2.167, 11.682], [3.637, 3.592, 7.626], [4.001, 2.574, 6.669], [5.505, 2.453, 6.562], [-1.417, 3.716, 8.424], [0.199, 4.540, 8.347], [-0.271, 3.534, 7.041], [0.346, 2.733, 9.927], [-0.273, 1.589, 8.757], [5.684, 1.619, 9.713], [5.276, 3.319, 9.926], [4.219, 1.332, 11.889], [5.867, 1.924, 12.114], [4.448, 3.018, 12.190], [3.460, 1.636, 6.766], [3.651, 2.993, 5.719], [5.951, 3.378, 6.201], [5.970, 2.295, 7.542], [5.746, 1.545, 6.012], [2.118, -10.476, 4.486], [1.276, -9.235, 4.266], [0.841, -8.668, 5.521], [1.618, -7.457, 6.149], [2.627, -6.800, 5.322], [2.163, -8.013, 7.523], [1.408, -8.042, 8.706], [0.337, -9.144, 8.729], [0.421, -6.524, 6.592], [0.492, -5.098, 6.446], [-0.892, -4.554, 6.071], [2.812, -10.427, 5.327], [1.465, -11.317, 4.726], [2.709, -10.695, 3.597], [1.799, -8.524, 3.628], [0.368, -9.526, 3.742], [2.058, -8.154, 9.574], [0.813, -7.163, 8.970], [-0.468, -8.807, 8.078], [0.809, -10.070, 8.388], [-0.052, -9.387, 9.716], [0.895, -4.545, 7.291], [1.041, -4.906, 5.522], [-1.120, -4.839, 5.043], [-1.704, -4.953, 6.681], [-0.861, -3.468, 6.148], [4.931, 2.737, 2.625], [6.263, 2.154, 3.041], [6.896, 1.453, 1.958], [6.776, -0.102, 1.806], [5.384, -0.584, 1.821], [7.541, -0.274, 0.456], [8.094, -1.563, 0.079], [9.540, -1.673, 0.495], [7.714, -0.743, 2.896], [7.219, -1.152, 4.197], [8.060, -0.515, 5.254], [4.161, 1.978, 2.478], [4.544, 3.261, 3.509], [4.969, 3.418, 1.780], [6.949, 2.931, 3.369], [6.069, 1.470, 3.872], [7.496, -2.350, 0.540], [8.018, -1.641, -1.001], [10.176, -0.973, -0.041], [9.674, -1.583, 1.571], [9.861, -2.696, 0.272], [6.157, -0.935, 4.286], [7.375, -2.233, 4.229], [9.117, -0.612, 4.999], [7.902, 0.565, 5.318], [7.923, -0.940, 6.248], [-5.536, 5.365, 2.106], [-4.184, 5.412, 2.790], [-3.578, 4.115, 2.681], [-2.804, 3.493, 3.912], [-2.954, 4.185, 5.188], [-3.364, 2.025, 3.847], [-2.967, 1.172, 4.917], [-1.999, 0.103, 4.459], [-1.302, 3.372, 3.435], [-0.359, 4.378, 3.768], [1.009, 3.782, 3.990], [-5.397, 5.174, 1.043], [-6.150, 4.580, 2.547], [-6.075, 6.300, 2.264], [-3.528, 6.167, 2.354], [-4.328, 5.677, 3.838], [-2.529, 1.744, 5.740], [-3.792, 0.654, 5.414], [-2.448, -0.661, 3.815], [-1.231, 0.512, 3.796], [-1.557, -0.448, 5.288], [-0.283, 5.088, 2.930], [-0.592, 5.074, 4.576], [1.709, 4.568, 4.291], [1.032, 3.110, 4.855], [1.453, 3.255, 3.147]],
  "max_force_ev_per_a": 4.43,
  "relative_energy_kj_mol": 0.00,
  "gap_ev": 10.035,
  "homo_energy_ev": -10.36
}